This record from the OMol25 dataset describes a gas-phase ion, C17H21BrNO2 (charge +1). The level of theory is ωB97M-V with the def2-TZVPD basis set.

Positions of all 42 atoms, in Å:
C (-2.2078, 3.9367, 4.1174)
O (-2.1535, 4.0258, 2.5673)
C (-1.2577, 2.9953, 1.9872)
C (-0.7574, 1.8579, 2.5806)
C (-0.3410, 0.7398, 2.0577)
Br (0.3438, -0.6240, 2.9986)
C (0.0256, 0.8501, 0.7035)
C (0.9387, -0.0886, -0.0937)
N (-0.0294, -1.4238, -0.2485)
C (0.8482, -2.3413, -1.1134)
C (0.2949, -2.3083, -2.3557)
C (1.0403, -2.9551, -3.3394)
C (0.9620, -2.8748, -4.6772)
C (1.7835, -3.9716, -3.0499)
C (1.9550, -4.3193, -1.3824)
C (1.5183, -3.3938, -0.6830)
C (1.6024, -3.5350, 0.8443)
C (-0.3371, 2.1528, 0.0515)
C (-0.9289, 2.9912, 0.8535)
O (-1.3422, 3.9997, -0.0604)
C (-2.0751, 5.4067, 0.2415)
H (-2.8340, 4.9176, 4.4158)
H (-2.9979, 3.0933, 4.4495)
H (-1.4080, 3.8269, 4.6873)
H (-0.8727, 1.6033, 3.7712)
H (1.6885, -0.3919, 0.6542)
H (1.2705, 0.2511, -0.9880)
H (0.1175, -1.8708, 0.7409)
H (-0.8075, -1.1232, -0.4817)
H (0.0496, -1.4222, -2.7952)
H (1.7130, -2.7577, -5.3362)
H (0.5609, -1.8590, -5.0747)
H (0.4551, -3.7250, -5.2804)
H (2.2833, -4.7536, -3.6587)
H (2.5142, -5.0568, -1.2992)
H (2.0967, -4.5738, 1.1353)
H (0.4780, -3.7900, 1.3103)
H (2.0951, -2.7695, 1.3856)
H (-0.0631, 2.3846, -1.0887)
H (-2.8935, 5.1170, 0.8533)
H (-2.1189, 5.9435, -0.5053)
H (-1.2093, 5.8359, 1.1053)

Summary:
* structure (SMILES): COc1cc(Br)c(C[NH2+]c2cc(C)ccc2C)cc1OC
* net charge: +1
* frontier orbital gap: 8.24 eV
* E_LUMO: -3.3 eV

This record from the OMol25 dataset describes a single C17H21ClN4O molecule. The level of theory is ωB97M-V with the def2-TZVPD basis set.

Positions of all 44 atoms, in Å:
Cl (6.2648, 0.7718, 0.9417)
C (5.1818, -0.4540, 0.3738)
C (5.2728, -1.7196, 0.9342)
C (4.4161, -2.7206, 0.5155)
C (3.4721, -2.4566, -0.4629)
C (3.3949, -1.1947, -1.0217)
C (4.2483, -0.1740, -0.6182)
C (4.0995, 1.1983, -1.2258)
C (2.8635, 1.8122, -0.6786)
N (2.8411, 2.7746, 0.1973)
O (1.5230, 2.9911, 0.4565)
C (0.8351, 2.1272, -0.2935)
C (-0.6482, 2.0834, -0.2148)
N (-1.0501, 0.9962, 0.6657)
C (-0.8083, -0.3330, 0.1203)
C (-1.8206, -0.7161, -0.9707)
N (-3.2014, -0.5327, -0.5773)
C (-3.8047, -1.5550, 0.2518)
C (-5.1591, -0.9374, 0.5958)
C (-4.8691, 0.5701, 0.6877)
C (-3.4749, 0.7481, 0.0631)
C (-2.4228, 1.0982, 1.1339)
N (1.6124, 1.3809, -1.0176)
H (6.0107, -1.9101, 1.6978)
H (4.4861, -3.7033, 0.9562)
H (2.7974, -3.2329, -0.7905)
H (2.6554, -0.9781, -1.7778)
H (3.9964, 1.1091, -2.3087)
H (4.9488, 1.8331, -0.9806)
H (-1.0439, 1.9957, -1.2385)
H (-0.9905, 3.0226, 0.2256)
H (0.2046, -0.3710, -0.2819)
H (-0.8739, -1.0348, 0.9569)
H (-1.6794, -1.7592, -1.2595)
H (-1.6488, -0.0965, -1.8580)
H (-3.2320, -1.7711, 1.1687)
H (-3.8978, -2.4813, -0.3191)
H (-5.5714, -1.3381, 1.5198)
H (-5.8626, -1.1345, -0.2117)
H (-5.6189, 1.1458, 0.1486)
H (-4.8648, 0.9105, 1.7233)
H (-3.4703, 1.5246, -0.7114)
H (-2.5944, 2.1087, 1.5117)
H (-2.5171, 0.4023, 1.9730)

Summary:
* structure (SMILES): Clc1ccccc1Cc1noc(CN2CCN3CCC[C@H]3C2)n1
* net charge: 0
* frontier orbital gap: 8.63 eV
* E_LUMO: 0.8 eV

This record from the OMol25 dataset describes a molecular structure, C17H21CrN8O2S5Se. The level of theory is ωB97M-V with the def2-TZVPD basis set.

Positions of all 55 atoms, in Å:
Cr (-8.4299, -7.5560, 14.2970)
C (-5.1874, -9.9514, 15.7581)
C (-6.4919, -9.4588, 15.2070)
N (-6.9693, -8.3188, 15.4950)
N (-6.3561, -7.5979, 16.4568)
C (-6.8878, -6.4146, 16.6042)
N (-6.4026, -5.6192, 17.5736)
S (-8.2196, -5.7659, 15.6976)
C (-7.2706, -10.2190, 14.1915)
C (-7.1385, -11.5651, 14.0464)
C (-8.0244, -12.2313, 13.1992)
C (-8.9629, -11.5058, 12.4826)
C (-8.9568, -10.1256, 12.6437)
N (-8.1776, -9.5130, 13.5171)
H (-4.3398, -9.5171, 15.1497)
H (-5.0341, -11.0087, 15.7381)
H (-5.0595, -9.5974, 16.7674)
H (-5.4795, -5.8635, 17.8976)
H (-6.6274, -4.6324, 17.5931)
H (-6.4362, -12.1327, 14.6352)
H (-8.0078, -13.3295, 13.1624)
H (-9.6890, -11.9695, 11.8249)
H (-9.5984, -9.4449, 12.0815)
O (-7.9164, -1.8747, 10.8640)
C (-7.9961, -2.9764, 11.3446)
S (-9.4985, -3.8607, 11.4190)
C (-8.8406, -5.3195, 12.1512)
C (-7.4947, -5.3597, 12.3301)
S (-6.6636, -6.7484, 13.0081)
S (-6.6448, -3.8739, 12.0211)
S (-9.9379, -6.5850, 12.6457)
N (-11.2061, -6.7769, 16.3431)
C (-11.1854, -7.8251, 15.5047)
N (-12.3547, -8.3112, 15.0701)
O (-10.1278, -8.3858, 15.1540)
H (-12.0480, -6.3460, 16.6805)
H (-10.3537, -6.3063, 16.6015)
H (-13.2159, -7.8445, 15.2106)
H (-12.3175, -9.0973, 14.4689)
C (-4.0853, -9.5450, 11.2955)
N (-4.6469, -8.4052, 10.6415)
C (-4.0324, -7.1703, 10.6122)
C (-4.8998, -6.3100, 10.0539)
N (-6.0426, -7.0361, 9.7119)
C (-7.2888, -6.4470, 9.2337)
C (-5.8895, -8.3329, 10.0864)
Se (-7.0790, -9.7341, 9.9259)
H (-3.0531, -9.3145, 11.5931)
H (-4.1076, -10.4207, 10.6852)
H (-4.6468, -9.7697, 12.2395)
H (-3.0557, -7.0151, 11.0390)
H (-4.7988, -5.2472, 9.8274)
H (-7.1934, -5.3467, 9.2451)
H (-8.0892, -6.7374, 9.8962)
H (-7.5284, -6.8123, 8.2443)

Summary:
* net charge: 0
* multiplicity: 4
* frontier orbital gap (alpha / beta): 6.25 / 6.17 eV
* E_LUMO (alpha / beta): -0.3 / -0.5 eV

This record from the OMol25 dataset describes a molecular structure, C17H21KO8S. The level of theory is ωB97M-V with the def2-TZVPD basis set.

Positions of all 48 atoms, in Å:
K (1.8245, -2.4317, -1.2685)
C (3.8359, 0.9975, -4.0063)
C (5.2130, 0.3556, -3.6916)
O (5.1005, -1.0295, -3.7819)
H (3.8623, 1.9974, -3.5732)
H (2.9712, 0.4250, -3.6708)
H (3.6184, 1.2144, -5.0522)
H (5.5993, 0.6645, -2.7203)
H (5.9198, 0.7199, -4.4371)
O (-2.5695, -2.0828, -2.8059)
S (-3.4093, -2.9779, -3.5934)
O (-3.9205, -4.2832, -3.1748)
O (-4.7784, -2.1080, -4.1427)
C (-5.8696, -2.1659, -3.2575)
C (-6.9496, -1.1076, -3.6750)
C (-2.7413, -3.2327, -5.2210)
H (-5.5736, -1.9246, -2.2366)
H (-6.3299, -3.1413, -3.1002)
H (-7.8292, -1.2260, -3.0422)
H (-7.3956, -1.2552, -4.6586)
H (-6.5378, -0.1173, -3.4806)
H (-2.1861, -2.3076, -5.3762)
H (-3.6082, -3.4303, -5.8516)
H (-2.1869, -4.1635, -5.1017)
C (-0.3050, 4.0924, -0.2323)
C (-0.7246, 5.3478, 0.1060)
C (-0.5904, 5.7643, 1.5341)
O (-0.9198, 6.9014, 1.9210)
C (-0.0418, 4.7966, 2.4149)
C (0.2922, 3.5462, 1.9960)
C (0.2357, 2.9909, 0.6287)
O (0.5045, 1.8659, 0.3302)
H (-0.5557, 3.8655, -1.2580)
H (-1.0381, 6.0212, -0.6780)
H (-0.1988, 4.9482, 3.4726)
H (0.6890, 3.0336, 2.8598)
C (2.4083, -0.7474, 7.2060)
C (2.0337, -0.9739, 5.9532)
C (2.6647, -1.8878, 4.9748)
O (2.3311, -2.1212, 3.8269)
C (3.7540, -2.6197, 5.6831)
C (4.0799, -2.5018, 7.0513)
C (3.3721, -1.5457, 7.8715)
O (3.5565, -1.4742, 9.0547)
H (1.9032, 0.0295, 7.7607)
H (1.1183, -0.4733, 5.6742)
H (4.4078, -3.3539, 5.2360)
H (4.9638, -2.8938, 7.5324)

Summary:
* net charge: 0
* frontier orbital gap: 2.65 eV
* E_LUMO: -2.3 eV

This record from the OMol25 dataset describes a single C17H21N3O3S molecule. The level of theory is ωB97M-V with the def2-TZVPD basis set.

Positions of all 45 atoms, in Å:
C (4.7914, 2.0288, -0.1597)
O (3.7362, 1.6381, -1.0240)
C (2.5160, 1.5529, -0.4575)
O (2.3152, 1.7875, 0.7247)
C (1.4921, 1.1542, -1.3848)
N (1.7191, 0.8630, -2.7129)
C (0.5454, 0.5029, -3.2910)
C (0.2869, 0.1252, -4.6057)
C (-1.0095, -0.1929, -4.9375)
C (-2.0365, -0.1391, -3.9874)
C (-1.7958, 0.2331, -2.6871)
C (-0.4871, 0.5614, -2.3144)
C (0.1363, 0.9817, -1.1034)
N (-0.3436, 1.2219, 0.1684)
C (-1.5313, 0.9046, 0.7573)
O (-2.4947, 0.4492, 0.1780)
C (-1.5230, 1.1681, 2.2461)
C (-0.4216, 0.3951, 3.0212)
N (-0.4086, -1.0344, 2.9437)
C (0.3602, -1.7135, 1.9308)
C (-0.4179, -2.2191, 0.7130)
S (-1.7136, -3.3851, 1.2332)
C (-2.5362, -2.2137, 2.3577)
C (-1.5474, -1.7689, 3.4361)
H (4.5852, 3.0106, 0.2715)
H (4.9062, 1.3064, 0.6511)
H (5.6886, 2.0612, -0.7722)
H (2.6200, 0.9187, -3.1554)
H (1.0834, 0.0852, -5.3334)
H (-1.2426, -0.4911, -5.9489)
H (-3.0399, -0.3981, -4.2890)
H (-2.5884, 0.2662, -1.9582)
H (0.3977, 1.5681, 0.7770)
H (-1.3596, 2.2341, 2.4162)
H (-2.5069, 0.9035, 2.6364)
H (0.5643, 0.7493, 2.7091)
H (-0.5444, 0.6633, 4.0787)
H (1.1591, -1.0470, 1.5946)
H (0.8242, -2.5903, 2.4058)
H (0.2440, -2.7675, 0.0449)
H (-0.9077, -1.4234, 0.1566)
H (-3.3767, -2.7455, 2.7991)
H (-2.9007, -1.3829, 1.7540)
H (-2.0625, -1.1511, 4.1760)
H (-1.1755, -2.6711, 3.9416)

Summary:
* structure (SMILES): COC(=O)c1[nH]c2ccccc2c1NC(=O)CCN1CCSCC1
* net charge: 0
* frontier orbital gap: 7.94 eV
* E_LUMO: 0.2 eV

The F_max results, record by record, are as follows: 17.9 1.3 1.7 4.2 0.9 eV/A.
The electronic energy results, record by record, are as follows: -3438.8338 -1414.8227 -6685.9536 -2260.1374 -1448.6220 a.u..